No. 1
This record from the OMol25 dataset describes one molecule with the formula CHF3S in a non-equilibrium geometry. The level of theory is the ωB97M-V functional and the def2-TZVPD basis.

Multiplicity: 3
LUMO (alpha / beta): 0.589 / -2.523 eV
Orbital gap (alpha / beta): 6.9334 / 8.7394 eV
E_HOMO (alpha / beta): -6.34 / -11.26 eV

Each line ends with the Löwdin charge.
Cartesian coordinates (Å):
C 0.46 0.32 -0.21  -0.5340
F -0.14 0.08 -1.42  -0.0010
F 1.49 -0.51 -0.21  0.0222
F -1.85 -1.11 0.55  -0.4708
S -0.89 -0.14 1.28  0.8355
H 0.93 1.37 0.02  0.1481


No. 2
This record from the OMol25 dataset describes CHFFeLiO3 as an isolated structure in a non-equilibrium geometry. The level of theory is the ωB97M-V functional and the def2-TZVPD basis.

Multiplicity: 7
Charge: +3
LUMO (alpha / beta): -14.504 / -20.478 eV
Orbital gap (alpha / beta): 8.9167 / 4.6987 eV
E_HOMO (alpha / beta): -23.42 / -25.18 eV

Each line ends with the Löwdin charge.
Cartesian coordinates (Å):
Li 3.20 -0.33 -1.81  0.9434
O 0.48 0.00 -0.98  0.0361
H 0.42 1.03 -1.80  0.3577
O -1.02 0.31 0.59  0.0208
O 1.56 0.69 -1.53  0.0212
C -0.09 -0.32 0.19  -0.4552
F 0.35 -1.41 0.66  0.3496
Fe -2.32 0.40 2.15  1.7263


No. 3
This record from the OMol25 dataset describes CHFGdN2O3S2 as an isolated structure in a non-equilibrium geometry. The level of theory is the ωB97M-V functional and the def2-TZVPD basis.

Multiplicity: 8
Charge: +3
LUMO (alpha / beta): -14.878 / -18.853 eV
Orbital gap (alpha / beta): 9.4807 / 3.7053 eV
E_HOMO (alpha / beta): -24.36 / -22.56 eV

Each line ends with the Löwdin charge.
Cartesian coordinates (Å):
N 2.02 -0.87 1.20  0.0912
C 1.49 -1.06 0.19  -0.3462
O 0.53 -1.36 -0.62  0.0262
N -0.07 -0.17 -1.19  -0.4356
S 1.11 1.04 -1.58  1.2278
S -1.38 0.41 -0.24  0.6049
O -1.07 0.36 1.21  -0.3839
O -1.72 1.68 -0.68  -0.0707
F -2.46 -0.57 -0.43  0.0494
H 1.21 1.77 -0.43  -0.0027
Gd 0.34 -1.23 2.57  2.2396


No. 4
This record from the OMol25 dataset describes a 2-piece molecular cluster, CHFNO2 overall in a non-equilibrium geometry. The level of theory is the ωB97M-V functional and the def2-TZVPD basis.

Multiplicity: 1
Charge: -1
LUMO: 3.505 eV
Orbital gap: 4.5337 eV
E_HOMO: -1.03 eV

Each line ends with the Löwdin charge.
Cartesian coordinates (Å):
C -3.46 0.10 -0.26  -0.4542
N -0.08 -1.01 0.55  -0.2874
O -3.50 -1.07 -0.33  0.1711
O -3.50 1.25 -0.16  0.1753
F -0.01 -1.37 -0.86  -0.4761
H -0.46 -1.96 0.88  -0.1287


No. 5
This record from the OMol25 dataset describes a 2-piece molecular cluster, CHFNO3S overall in a non-equilibrium geometry. The level of theory is the ωB97M-V functional and the def2-TZVPD basis.

Multiplicity: 1
Charge: -1
LUMO: 3.871 eV
Orbital gap: 9.8790 eV
E_HOMO: -6.01 eV

Each line ends with the Löwdin charge.
Cartesian coordinates (Å):
C -0.62 0.16 -0.07  -0.1568
N -1.51 -0.04 0.66  0.1754
O 1.15 -1.57 -1.13  -0.3749
O 1.23 -0.95 1.18  -0.3425
O 1.95 0.73 -0.52  -0.3385
F -1.09 1.76 -1.20  -0.5065
S 1.17 -0.45 -0.15  0.4235
H -2.27 0.36 1.24  0.1204


No. 6
This record from the OMol25 dataset describes a 2-piece molecular cluster, CHFNO5P overall in a non-equilibrium geometry. The level of theory is the ωB97M-V functional and the def2-TZVPD basis.

Multiplicity: 1
Charge: -2
LUMO: 6.372 eV
Orbital gap: 6.3699 eV
E_HOMO: 0.00 eV

Each line ends with the Löwdin charge.
Cartesian coordinates (Å):
C -0.01 -0.58 -0.02  -0.3185
N 0.94 -1.01 0.87  -0.4208
O 0.40 1.31 -1.93  -0.4586
O -1.92 1.20 -0.87  -0.4945
O 0.99 -0.56 2.03  -0.0278
O 1.82 -1.81 0.45  -0.0420
O 0.06 2.13 0.48  -0.4497
F -0.14 -1.44 -1.04  -0.0204
P -0.43 1.30 -0.66  0.0150
H -1.70 -0.54 0.70  0.2173


No. 7
This record from the OMol25 dataset describes CHFO as an isolated structure in a non-equilibrium geometry. The level of theory is the ωB97M-V functional and the def2-TZVPD basis.

Multiplicity: 1
LUMO (alpha / beta): -0.646 / -1.142 eV
Orbital gap (alpha / beta): 10.9103 / 8.9941 eV
E_HOMO (alpha / beta): -11.56 / -10.14 eV

Each line ends with the Löwdin charge.
Cartesian coordinates (Å):
C -0.69 -0.40 0.03  0.0025
O -2.36 0.32 0.00  -0.1584
F -0.83 -1.66 0.00  0.0930
H 0.03 0.21 -0.38  0.0629


No. 8
This record from the OMol25 dataset describes one molecule with the formula CHFO2 in a non-equilibrium geometry. The level of theory is the ωB97M-V functional and the def2-TZVPD basis.

SMILES string: FC1OO1
Multiplicity: 1
LUMO: 1.008 eV
Orbital gap: 11.8240 eV
E_HOMO: -10.82 eV

Each line ends with the Löwdin charge.
Cartesian coordinates (Å):
F 0.60 -0.35 -1.23  0.1274
C -0.06 0.11 -0.19  -0.3981
O -0.60 -0.76 0.68  0.0589
O 0.58 -0.09 1.11  0.0452
H -0.52 1.08 -0.37  0.1666


No. 9
This record from the OMol25 dataset describes a 2-piece molecular cluster, CHFS2 overall in a non-equilibrium geometry. The level of theory is the ωB97M-V functional and the def2-TZVPD basis.

Multiplicity: 1
LUMO: -1.582 eV
Orbital gap: 8.4287 eV
E_HOMO: -10.01 eV

Each line ends with the Löwdin charge.
Cartesian coordinates (Å):
C -0.25 -0.17 -0.16  -1.1122
F -1.94 1.02 0.33  -0.4969
S -0.80 -1.62 -0.01  0.8317
S 1.04 0.87 -0.23  0.8529
H 1.95 -0.09 0.06  -0.0755


No. 10
This record from the OMol25 dataset describes CHI2NO as an isolated structure in a non-equilibrium geometry. The level of theory is the ωB97M-V functional and the def2-TZVPD basis.

Multiplicity: 1
LUMO (alpha / beta): -1.474 / -1.474 eV
Orbital gap (alpha / beta): 6.6723 / 6.6718 eV
E_HOMO (alpha / beta): -8.15 / -8.15 eV

Each line ends with the Löwdin charge.
Cartesian coordinates (Å):
C -0.97 0.28 -0.26  -0.5217
N 0.96 -0.69 0.97  -1.1130
O -0.49 1.18 -0.98  -0.1383
I -0.11 -1.79 -0.44  1.0776
I 2.41 0.54 0.28  0.6092
H -1.79 0.49 0.42  0.0863


no.,E (a.u.)
1,-736.29998
2,-1633.88324
3,-2034.34489
4,-343.74718
5,-817.22388
6,-910.75915
7,-213.59180
8,-288.91875
9,-934.82629
10,-763.90362